Computed, not measured: the molecule C5H7N3, with wB97M-V/def2-TZVPD.

Structure (XYZ):
```
15
Properties=species:S:1:pos:R:3:forces:R:3:nbo_charge:R:1
C 0.43614 1.88475 0.81328 -1.255 1.574 -0.915 -0.486
C -0.08153 0.92247 0.10168 1.173 -3.951 -2.276 0.108
C -0.74185 0.94194 -1.18380 -0.256 -2.058 -2.256 -0.027
N -0.66217 -0.05926 -2.07909 -0.573 2.921 1.146 -0.369
C -0.21806 -1.29441 -1.79601 0.374 -0.365 1.071 -0.135
C 0.03463 -1.62256 -0.49569 0.842 -0.011 0.835 0.029
N 0.42088 -0.62738 0.38235 -2.292 3.256 -1.366 -0.224
N 0.46251 -0.91664 1.70716 -2.032 0.069 3.200 -0.642
H 0.79043 1.71205 1.74288 1.532 -0.635 2.767 0.193
H 0.30818 2.92691 0.57305 -0.204 0.049 -0.324 0.221
H -1.43087 1.73221 -1.52991 0.700 -0.080 0.629 0.206
H -0.09597 -1.98065 -2.61214 -0.503 -0.377 -0.077 0.205
H -0.00597 -2.62654 -0.02445 0.377 0.708 -0.642 0.224
H -0.44777 -0.55963 2.22693 2.234 -0.963 -1.355 0.339
H 1.23143 -0.43326 2.17374 -0.116 -0.138 -0.439 0.358
```
Forces are in eV/Å.

Its net charge is 0. Its HOMO energy is -7.507 eV. As for the max |F|: 4.7 eV Å⁻¹. The relative energy (zero: lowest compared OMol25 entry of this formula, charge and spin) is 428.6 kJ/mol. As for the lowest unoccupied orbital energy: 0.20 eV. The value obtained for the frontier orbital gap is 7.704 eV.


Computed, not measured: the molecule C5H7N3, with wB97M-V/def2-TZVPD.

Structure (XYZ):
```
15
Properties=species:S:1:pos:R:3:forces:R:3:nbo_charge:R:1
H 1.54283 -2.69988 0.74878 -3.608 1.332 -2.268 0.327
N 0.62994 -2.06356 0.14299 8.355 -0.653 2.637 -0.568
C 1.45810 -1.07858 -0.21226 -4.552 -0.827 -3.230 0.211
N 0.61638 -0.01628 -0.89392 6.638 0.396 -2.538 -0.305
N 1.73440 0.71407 -1.79317 0.325 -1.324 6.801 -0.677
C -0.37664 0.64805 -0.24419 -1.083 0.376 2.535 -0.005
C -0.93504 -0.04176 0.81024 0.718 0.338 1.393 -0.385
C -2.22165 0.42430 1.31386 -1.912 1.677 0.173 -0.025
C -3.33617 0.98659 1.50636 -0.329 -3.188 2.127 -0.322
H 2.56133 -1.01074 -0.57032 -1.825 -0.159 1.396 0.237
H 1.40141 1.00706 -2.61931 -2.069 1.333 -3.382 0.357
H 2.15302 1.49575 -1.21683 -0.929 -0.984 -1.074 0.351
H -0.61886 1.74719 -0.44125 0.039 -2.031 -0.510 0.241
H -0.16444 -0.92218 1.36949 -3.540 2.685 -1.728 0.290
H -4.44459 0.80997 2.09953 3.773 1.029 -2.331 0.273
```
Forces are in eV/Å.

Its net charge is 0. Its HOMO energy is -7.521 eV. As for the max |F|: 8.8 eV Å⁻¹. The relative energy (zero: lowest compared OMol25 entry of this formula, charge and spin) is 914.9 kJ/mol. As for the lowest unoccupied orbital energy: 0.36 eV. The value obtained for the frontier orbital gap is 7.878 eV.


Computed, not measured: the molecule C5H7N3, with wB97M-V/def2-TZVPD.

Structure (XYZ):
```
15
Properties=species:S:1:pos:R:3:forces:R:3:nbo_charge:R:1
H -2.67604 1.82867 -0.08411 1.809 -1.688 -0.310 0.371
N -1.65346 1.50706 -0.13907 0.009 -1.377 0.497 -0.688
C -1.27210 0.25565 -0.03880 -0.571 1.727 0.522 0.292
C -2.01779 -1.02803 0.00669 1.130 -1.524 -0.652 -0.699
C 0.21434 -0.02044 0.07195 1.506 2.941 -0.118 0.264
N 0.95319 -1.11797 0.20198 -2.466 0.187 -0.403 -0.458
C 2.23081 -0.73321 0.15443 1.578 0.271 -0.878 -0.086
C 2.38683 0.61976 -0.01410 -2.229 0.130 0.847 -0.100
N 1.03771 1.12841 0.00614 1.182 -1.133 -0.434 -0.526
H -1.52908 -1.67410 0.81933 -1.226 0.908 -0.856 0.262
H -1.60490 -1.55420 -0.92513 -0.969 0.449 1.016 0.251
H -3.11709 -0.97021 -0.02225 0.603 -0.065 0.251 0.231
H 3.05144 -1.45232 0.03867 -0.494 0.252 0.552 0.206
H 3.34453 1.11546 0.07922 -0.556 0.626 -0.350 0.226
H 0.65161 2.09546 -0.15495 0.694 -1.704 0.313 0.457
```
Forces are in eV/Å.

Its net charge is 0. Its HOMO energy is -8.706 eV. As for the max |F|: 3.3 eV Å⁻¹. The relative energy (zero: lowest compared OMol25 entry of this formula, charge and spin) is 150.2 kJ/mol. As for the lowest unoccupied orbital energy: 0.66 eV. The value obtained for the frontier orbital gap is 9.371 eV.


Computed, not measured: a cluster of 4 separate species, C5H7N3 in total, with wB97M-V/def2-TZVPD.

Structure (XYZ):
```
15
Properties=species:S:1:pos:R:3:forces:R:3:nbo_charge:R:1
C -1.24127 0.82469 0.80601 -0.871 0.838 -0.698 -0.715
C -1.16173 0.58871 -0.71564 0.965 -3.151 2.081 0.069
C 1.04741 -1.48577 0.06736 0.897 2.109 -0.348 0.097
C 1.94367 -0.42808 -0.21383 1.763 0.253 4.484 -0.525
C 1.77655 1.00434 -0.53733 -7.477 8.215 2.212 0.290
H -2.64804 0.13614 1.03644 4.189 2.264 -0.167 0.265
H -0.05651 0.23409 1.58801 -4.074 2.289 -2.410 0.311
H -1.34048 2.52343 0.49118 0.246 -4.217 1.771 0.260
H -1.60206 1.19416 -1.43049 -0.856 1.750 -0.882 0.203
H -0.64127 -2.15141 -0.64188 -1.183 -3.791 -0.104 0.388
H 1.06595 -2.44299 0.64074 1.767 1.022 -0.255 0.238
H 2.64728 -0.28538 0.75272 -0.518 -1.088 -2.559 0.256
N -0.72165 -0.49441 -1.24741 0.380 1.757 0.875 -0.309
N -0.23052 -1.39569 -0.23684 -1.602 1.897 -1.833 -0.446
N 1.16268 2.17817 -0.35905 6.374 -10.146 -2.165 -0.381
```
Forces are in eV/Å.

Its net charge is 0. Its HOMO energy is -8.693 eV. As for the max |F|: 12.2 eV Å⁻¹. The relative energy (zero: lowest compared OMol25 entry of this formula, charge and spin) is 1258.4 kJ/mol. As for the lowest unoccupied orbital energy: -0.32 eV. The value obtained for the frontier orbital gap is 8.377 eV.